Version 1
# C2H4OS2

An isolated molecule of C2H4OS2 (wB97M-V/def2-TZVPD, the Open Molecules 2025 dataset).

Computed properties:
E_LUMO ... -1.2 eV

Each atom is followed by the atoms it is bonded to, with distances in Å.
Cartesian coordinates (Å):
1 S -0.05 -1.96 0.31  O3 2.089, C5 1.726
2 S 1.97 0.27 -0.43  O3 1.535, H6 1.372
3 O 1.82 -1.04 0.35  S1 2.089, S2 1.535
4 C -0.85 0.59 0.10  C5 1.368, H7 0.986, H8 1.064
5 C -1.08 -0.70 -0.26  S1 1.726, C4 1.368, H9 1.147
6 H 1.63 1.34 0.36  S2 1.372
7 H -0.36 0.76 0.94  C4 0.986
8 H -1.20 1.51 -0.30  C4 1.064
9 H -1.89 -0.77 -1.08  C5 1.147

Version 2
# C2H4OS2

A cluster of 2 separate species, C2H4OS2 in total (wB97M-V/def2-TZVPD, the Open Molecules 2025 dataset).

Computed properties:
E_LUMO ... -1.8 eV

Each atom is followed by the atoms it is bonded to, with distances in Å.
Cartesian coordinates (Å):
1 S -2.55 2.13 -2.00  S2 1.903, O3 1.427
2 S -1.16 3.24 -2.67  S1 1.903
3 O -2.98 2.45 -0.67  S1 1.427
4 C 0.12 -0.47 -0.48  C5 1.316, H6 1.000, H8 1.064
5 C -0.16 0.52 0.34  C4 1.316, H7 1.185, H9 1.147
6 H -0.57 -0.98 -1.00  C4 1.000
7 H -1.28 0.79 0.62  C5 1.185
8 H 1.12 -0.79 -0.62  C4 1.064
9 H 0.62 1.14 0.92  C5 1.147

The winner here is version 2, beating the second structure by 1.681 eV.